[1]
Entry from the Open Molecules 2025 dataset: a molecular structure, C28H28HgN4O2 (wB97M-V/def2-TZVPD).

Geometry (Å):
1 Hg -0.40 -0.03 0.05
2 O -0.38 2.49 2.78
3 O 0.56 -2.02 2.83
4 N 1.54 0.82 -1.30
5 N 0.12 1.00 4.48
6 N 1.20 -1.73 -0.50
7 N 0.18 0.23 2.37
8 C 1.05 -2.95 0.03
9 C 3.94 -0.83 6.89
10 C 2.56 2.57 -2.54
11 C 2.30 -1.46 -1.25
12 C -2.17 -0.78 4.66
13 C 3.84 -1.40 5.62
14 C 1.94 -3.99 -0.22
15 C 3.24 -2.46 -1.55
16 C 2.66 -1.29 4.89
17 C 3.05 -3.74 -1.04
18 C 2.47 -0.06 -1.72
19 C -2.09 -2.29 7.01
20 C -3.32 -2.00 6.41
21 C -0.06 1.37 3.14
22 C -3.36 -1.25 5.22
23 C 1.67 0.00 6.70
24 C 1.57 2.09 -1.70
25 C -0.95 -1.03 5.29
26 C 2.86 -0.12 7.43
27 C 3.52 0.35 -2.56
28 C -5.48 0.29 0.34
29 C 3.55 1.69 -2.97
30 C -5.49 1.59 -0.46
31 C -1.35 1.89 0.00
32 C 0.28 -0.40 4.65
33 C 1.57 -0.61 5.44
34 C 0.36 -0.84 3.16
35 C -0.89 -1.83 6.43
36 H 4.35 2.02 -3.64
37 H 0.82 0.55 7.12
38 H 4.10 -2.20 -2.17
39 H 1.75 -4.96 0.23
40 H 0.19 -3.07 0.69
41 H 2.92 0.36 8.41
42 H 4.27 -0.38 -2.87
43 H 2.57 -1.74 3.90
44 H -2.04 -2.88 7.92
45 H 4.86 -0.93 7.47
46 H 2.53 3.62 -2.84
47 H -0.59 2.57 0.41
48 H 3.76 -4.53 -1.27
49 H -1.60 2.16 -1.03
50 H -4.24 -2.36 6.85
51 H -2.23 1.91 0.65
52 H 4.67 -1.94 5.17
53 H 0.07 -2.10 6.87
54 H -6.39 1.65 -1.07
55 H -5.68 -0.57 -0.30
56 H -5.48 2.46 0.20
57 H -4.30 -1.04 4.73
58 H 0.76 2.72 -1.33
59 H -4.62 1.66 -1.12
60 H -0.15 1.64 5.21
61 H -2.20 -0.22 3.71
62 H -4.53 0.12 0.85
63 H -6.26 0.31 1.11

- Kohn-Sham gap: 7.328 eV
- LUMO energy: -0.028 hartree
- Energy relative to the best compared isomer or geometry (same formula, charge and spin): 0.000 eV
- Largest force on an atom: 2.07 eV Å⁻¹

In elementary charge units, the Mulliken charges are: 1.36, -0.69, -0.73, -0.12, -0.07, -0.07, -0.36, -0.08, -0.43, -0.79, 0.37, -0.42, -0.80, -0.86, -0.65, -0.25, -0.36, 0.55, -0.84, -0.45, -0.08, -0.73, -0.14, -0.06, -0.01, -0.80, -0.64, -0.62, -0.42, -0.82, -1.48, 3.16, -0.76, -0.61, -0.24, 0.42, 0.33, 0.28, 0.41, 0.51, 0.37, 0.28, 0.50, 0.39, 0.37, 0.38, 0.40, 0.43, 0.40, 0.38, 0.28, 0.41, 0.44, 0.33, 0.27, 0.28, 0.43, 0.39, 0.20, 0.26, 0.39, 0.08, 0.29

***

[2]
Entry from the Open Molecules 2025 dataset: 7 unconnected molecules or ions with the total composition C4H20NO8 (wB97M-V/def2-TZVPD).

Geometry (Å):
1 O -2.73 1.73 -2.66
2 O 2.73 1.88 1.61
3 O 2.86 -1.34 -0.72
4 O 1.94 -1.52 1.94
5 O -0.20 -2.12 0.46
6 O 1.42 -2.77 -2.49
7 O 0.48 0.30 0.69
8 O -0.16 0.58 3.36
9 N -0.97 1.57 -0.53
10 C -1.90 0.53 -0.74
11 C -3.16 0.77 0.28
12 C 0.19 1.38 0.09
13 C -2.29 0.51 -2.18
14 H -3.22 1.79 0.62
15 H 0.14 -2.27 -0.45
16 H -2.38 2.41 -2.03
17 H -1.34 0.28 -2.69
18 H -0.08 -1.11 0.73
19 H 1.74 -2.41 1.61
20 H -2.95 -0.24 -2.56
21 H 2.88 -1.57 0.22
22 H -0.27 0.65 2.46
23 H 1.26 -1.92 -2.87
24 H 3.41 1.25 1.77
25 H 0.11 -0.34 3.61
26 H 0.95 2.13 0.00
27 H 2.42 -0.51 -0.87
28 H 1.91 1.45 1.84
29 H -3.07 0.13 1.16
30 H -4.11 0.43 0.09
31 H -1.44 -0.52 -0.44
32 H 2.04 -2.67 -1.79
33 H 1.19 -1.00 1.57

- Charge: -1
- Kohn-Sham gap: 8.446 eV
- LUMO energy: 0.115 hartree
- Energy relative to the best compared isomer or geometry (same formula, charge and spin): 2.458 eV
- Largest force on an atom: 4.67 eV Å⁻¹

In elementary charge units, the Mulliken charges are: -0.60, -0.66, -0.71, -0.84, -0.79, -0.66, -0.67, -0.71, -0.61, 1.35, -1.73, -0.48, -0.59, 0.38, 0.36, 0.36, 0.23, 0.62, 0.36, 0.39, 0.37, 0.31, 0.29, 0.28, 0.31, 0.49, 0.30, 0.42, 0.37, 0.49, -0.31, 0.38, 0.30

***

[3]
Entry from the Open Molecules 2025 dataset: a molecular structure, C45H45CsN9O2P2S2 (wB97M-V/def2-TZVPD).

Geometry (Å):
1 Cs -1.99 -1.37 -1.26
2 S -0.76 1.78 -2.01
3 S 1.19 -3.61 -0.48
4 P 1.01 0.82 -2.20
5 P 2.09 -1.94 -1.15
6 O -4.25 1.47 2.38
7 O -3.80 0.32 0.57
8 N -1.39 1.08 2.85
9 N -4.48 -3.82 -1.27
10 N -3.45 -3.41 1.29
11 N -4.19 4.52 2.00
12 N -1.30 -1.97 1.60
13 N 0.69 -1.66 2.79
14 N -2.97 5.74 3.54
15 N -3.00 -3.23 2.58
16 N -3.74 3.56 4.06
17 C 3.63 1.84 -2.04
18 C -6.21 -2.26 -0.75
19 C 3.10 3.61 0.02
20 C 4.70 -2.91 -4.85
21 C -4.99 -3.92 -2.50
22 C 1.13 -0.65 -1.49
23 C -1.89 -2.60 2.69
24 C 1.39 0.85 -4.00
25 C -1.04 -2.93 6.36
26 C -3.39 1.02 1.46
27 C 4.66 2.56 -1.46
28 C 1.88 2.03 -6.04
29 C 3.17 -0.34 0.88
30 C 1.51 -0.35 -4.69
31 C -1.19 -2.54 3.98
32 C 4.33 -1.65 -2.83
33 C 4.33 -2.41 0.54
34 C 0.88 -2.09 5.17
35 C -6.10 -3.21 -2.93
36 C 5.01 -0.92 2.31
37 C 0.14 -2.10 3.99
38 C 0.29 -2.50 6.35
39 C 2.06 2.89 -0.57
40 C -1.77 -2.95 5.18
41 C -0.07 -1.59 1.68
42 C -2.72 3.61 0.23
43 C 5.08 -1.90 -3.98
44 C 2.85 -3.44 -3.40
45 C 2.00 0.83 -6.72
46 C 1.57 2.04 -4.69
47 C 3.32 -1.53 0.17
48 C -4.52 -2.83 0.96
49 C -5.08 -3.01 -0.41
50 C 4.01 -0.04 1.95
51 C 2.31 1.98 -1.59
52 C 5.17 -2.11 1.60
53 C 4.40 3.44 -0.42
54 C -3.41 4.84 0.80
55 C 3.20 -2.41 -2.54
56 C -1.93 1.47 1.55
57 C 1.81 -0.37 -6.05
58 C -1.75 2.97 1.24
59 C 3.58 -3.68 -4.56
60 C -3.63 4.57 3.26
61 C -6.72 -2.36 -2.03
62 H 2.88 4.30 0.83
63 H 3.89 0.90 2.48
64 H -4.71 3.66 1.89
65 H -3.87 2.06 3.09
66 H 3.29 -4.48 -5.23
67 H -4.07 5.29 0.06
68 H -7.59 -1.79 -2.33
69 H -1.50 -3.25 7.28
70 H -3.29 6.57 3.08
71 H 1.47 2.98 -4.16
72 H -1.59 1.79 3.55
73 H 5.21 4.00 0.04
74 H 4.43 -3.35 0.01
75 H -3.49 2.90 -0.08
76 H -0.38 0.98 2.80
77 H 1.91 -1.75 5.15
78 H 1.37 -1.28 -4.14
79 H 2.02 2.97 -6.57
80 H -2.65 5.86 4.49
81 H 0.40 -1.13 0.80
82 H -2.79 -3.29 5.16
83 H 5.68 -0.69 3.13
84 H 1.92 -1.31 -6.57
85 H 5.27 -3.10 -5.75
86 H -0.73 3.09 0.88
87 H -5.04 -2.14 1.62
88 H -1.80 3.50 2.19
89 H 1.04 3.02 -0.25
90 H 2.39 0.35 0.56
91 H 1.68 -1.46 2.71
92 H 5.68 2.43 -1.82
93 H -1.42 0.91 0.77
94 H -2.67 5.60 1.06
95 H -6.46 -3.33 -3.95
96 H -4.47 -4.59 -3.17
97 H 3.84 1.15 -2.85
98 H 5.96 -2.80 1.88
99 H -3.43 3.77 5.00
100 H 5.95 -1.29 -4.20
101 H 2.25 0.82 -7.78
102 H 4.63 -0.86 -2.16
103 H 1.98 -4.05 -3.15
104 H -6.65 -1.59 -0.03
105 H 0.86 -2.49 7.26
106 H -2.18 3.86 -0.69

- Charge: -1
- Kohn-Sham gap: 5.585 eV
- LUMO energy: 0.068 hartree
- Energy relative to the best compared isomer or geometry (same formula, charge and spin): 0.767 eV
- Largest force on an atom: 0.40 eV Å⁻¹

Atom charges from the Mulliken analysis, given in e for atoms 1 to 99: 1.72, -0.60, -0.63, 1.01, 1.15, -0.57, -0.65, -0.49, -0.32, -0.14, -0.20, 0.82, 0.86, -0.40, -0.83, -0.63, -0.30, -0.68, -0.33, -0.47, -0.16, 0.06, 0.11, -0.15, -0.77, -0.77, -0.70, -0.63, -0.02, -0.31, 0.65, -0.27, -0.46, -0.81, -0.49, -0.71, 0.26, -0.43, 0.17, -0.45, -2.00, -0.37, -0.74, -0.48, -0.48, -0.50, -0.14, -0.66, 1.04, -0.50, -0.90, -0.60, -0.58, -1.30, -0.16, 2.85, -0.64, 0.29, -0.58, 0.41, -0.38, 0.41, 0.47, 0.40, 0.33, 0.38, 0.36, 0.40, 0.38, 0.23, 0.37, 0.37, 0.36, 0.43, 0.32, 0.17, 0.50, 0.43, 0.37, 0.22, 0.44, 0.48, 0.38, 0.45, 0.38, -0.85, 0.25, 0.39, -0.03, 0.01, -0.13, 0.41, -1.22, 0.45, 0.36, 0.41, 0.61, 0.37, 0.14

***

[4]
Entry from the Open Molecules 2025 dataset: a molecular structure, C29H26BrN2O3PdS2 (wB97M-V/def2-TZVPD).

Geometry (Å):
1 Pd 0.46 0.28 -0.35
2 Br -1.72 0.15 1.71
3 S 0.29 -1.54 -1.75
4 S 1.04 2.26 0.86
5 O -0.48 1.45 -1.86
6 O 7.70 0.96 1.01
7 O 7.37 1.23 3.18
8 N 0.42 -1.81 -4.37
9 N 0.24 0.36 -3.79
10 C -0.19 2.70 -3.80
11 C -0.75 -0.66 4.17
12 C 5.48 1.51 1.69
13 C 0.90 -0.97 2.38
14 C -1.11 -1.08 -6.20
15 C -0.28 5.15 -5.12
16 C 1.38 -0.80 1.04
17 C -0.17 2.75 -5.19
18 C 3.70 2.02 0.14
19 C -0.74 -3.99 -3.99
20 C 0.58 -3.24 -4.12
21 C 3.02 -2.06 2.97
22 C -0.38 -0.55 2.86
23 C 3.44 -1.94 1.68
24 C -0.22 3.97 -5.85
25 C -0.29 5.11 -3.73
26 C 2.62 -1.31 0.72
27 C 6.92 1.23 1.89
28 C 3.20 1.75 2.47
29 C -0.25 3.89 -3.07
30 C 2.75 2.01 1.17
31 C 5.03 1.77 0.39
32 C 0.13 -1.23 5.11
33 C 0.31 -0.91 -3.36
34 C -0.14 1.40 -3.05
35 C 1.75 -1.57 3.35
36 C 1.35 -1.69 4.70
37 C 4.54 1.50 2.72
38 C 0.32 -1.37 -5.76
39 H 1.16 -3.64 -4.96
40 H -0.11 1.82 -5.74
41 H -0.17 -1.31 6.15
42 H 2.99 -1.19 -0.29
43 H -1.74 -1.97 -6.13
44 H -1.12 -0.75 -7.24
45 H -0.24 3.83 -1.99
46 H -1.73 -0.33 4.48
47 H 0.93 -0.48 -5.88
48 H 3.36 2.21 -0.87
49 H 4.82 1.25 3.74
50 H -0.32 6.11 -5.63
51 H -0.22 4.00 -6.93
52 H 6.65 1.51 3.76
53 H 2.03 -2.14 5.41
54 H -0.32 6.03 -3.16
55 H -0.55 -5.05 -3.77
56 H 3.65 -2.52 3.72
57 H 5.76 1.76 -0.41
58 H 2.48 1.72 3.27
59 H 0.75 -2.17 -6.37
60 H -1.32 -3.95 -4.92
61 H -1.33 -3.57 -3.18
62 H 4.42 -2.31 1.38
63 H -1.54 -0.30 -5.59
64 H 1.17 -3.37 -3.22

- Charge: -1
- Kohn-Sham gap: 7.296 eV
- LUMO energy: 0.097 hartree
- Energy relative to the best compared isomer or geometry (same formula, charge and spin): 0.000 eV
- Largest force on an atom: 0.40 eV Å⁻¹

In elementary charge units, the Mulliken charges are: -0.05, -0.15, -0.43, -0.40, -0.87, -0.60, -0.50, 0.13, -0.25, 0.59, -0.62, 1.02, 0.68, -1.06, -0.31, -0.73, -0.01, -0.69, -0.94, -0.98, -0.94, 0.29, -0.90, -0.71, -0.64, 0.12, 0.58, -0.74, -0.59, 0.43, -0.64, -0.54, 0.50, 0.48, 1.41, -0.99, -0.81, -0.67, 0.39, 0.26, 0.38, 0.55, 0.35, 0.33, 0.43, 0.39, 0.40, 0.47, 0.13, 0.36, 0.39, 0.31, 0.33, 0.39, 0.38, 0.33, 0.42, 0.41, 0.40, 0.29, 0.26, 0.42, 0.22, 0.51

***

| no. | E_HOMO (eV) |
| --- | --- |
| 1 | -8.09 |
| 2 | -5.33 |
| 3 | -3.74 |
| 4 | -4.66 |